[1]
Below is a molecular structure, C19H19BrFNReSi in a non-equilibrium geometry, with properties calculated with ωB97M-V/def2-TZVPD.

Last column: Löwdin spin population.
CARTESIAN COORDINATES (ANGSTROEM)
Re -0.682 0.522 0.552  0.89
Br -0.451 2.861 -0.551  0.00
Si -2.607 -0.763 2.323  0.00
F 1.259 -0.493 0.464  0.01
N -0.877 -0.894 1.815  -0.12
C -1.148 -0.139 -1.227  0.02
C -1.207 -1.504 -1.518  0.10
C -3.597 -1.626 1.036  0.00
C 1.437 -1.284 1.615  -0.03
C -1.452 0.816 -2.267  0.03
C 0.269 -1.489 2.340  -0.01
C -1.912 0.349 -3.520  0.00
C -1.592 -1.953 -2.784  0.00
C -1.631 3.115 -3.112  0.02
C -1.301 2.207 -2.152  0.00
C -3.033 -1.345 4.002  0.00
C 2.744 -2.484 3.129  -0.05
C 0.370 -2.235 3.517  -0.03
C 1.605 -2.726 3.899  0.00
C -2.576 1.102 1.989  0.01
C -2.279 1.277 -4.524  0.02
C -1.963 -1.049 -3.750  0.13
C 2.674 -1.745 1.948  0.00
C -2.157 2.623 -4.324  -0.01
H -1.899 1.654 2.650  0.00
H -2.437 3.325 -5.097  0.00
H -3.559 1.572 2.078  0.00
H -4.095 -1.112 4.139  0.00
H -0.980 -2.232 -0.750  0.00
H -2.927 -2.426 4.106  0.00
H -0.510 -2.431 4.115  0.00
H -3.427 -2.705 1.070  0.00
H -2.654 0.898 -5.467  0.00
H -1.617 -3.014 -2.988  0.00
H -3.373 -1.270 0.031  0.00
H 3.539 -1.540 1.333  0.00
H -2.287 -1.400 -4.722  0.01
H 3.702 -2.866 3.452  0.00
H -4.664 -1.466 1.214  0.00
H -1.477 4.176 -2.968  0.00
H 1.690 -3.304 4.808  0.00
H -2.338 1.408 0.896  0.01
H -2.488 -0.847 4.806  0.00

Results
<S²>: 0.97
Total charge: +2
2S+1: 2
HOMO level (alpha / beta) in eV: -14.5 / -15.0
Orbital gap (alpha / beta) in eV: 5.49 / 6.41
E_tot in eV: -104251.7126
Energy relative to the best compared isomer or geometry (same formula, charge and spin) in eV: 0.570


[2]
Below is 2 unconnected molecules or ions with the total composition C9H12N6 in a non-equilibrium geometry, with properties calculated with ωB97M-V/def2-TZVPD.

Last column: Löwdin charge in e.
CARTESIAN COORDINATES (ANGSTROEM)
N -4.024 -1.096 0.672  0.22
N 1.225 -0.502 2.030  0.19
N 0.083 0.728 0.584  0.12
N -3.425 1.147 1.022  0.24
N -2.438 -0.242 -0.600  0.18
N -0.987 0.467 -2.263  0.27
C 3.114 -0.070 -1.644  0.04
C 1.972 -0.399 0.942  -0.15
C -1.661 0.430 -1.274  -0.22
C 3.125 -1.109 0.482  0.11
C 1.264 0.429 -0.019  -0.16
C 3.628 -0.930 -0.751  -0.08
C 0.089 0.145 1.753  -0.08
C -3.268 -0.015 0.410  -0.44
C 1.984 0.862 -1.207  -0.08
H 1.135 1.233 -1.999  0.16
H -4.711 -1.071 1.387  0.12
H -3.016 1.981 0.709  0.12
H 3.416 0.067 -2.765  0.18
H 4.515 -1.500 -1.034  0.15
H -0.785 0.130 2.368  0.14
H 1.443 -1.003 2.807  0.15
H -4.063 -1.818 -0.077  0.17
H 2.636 1.798 -1.081  0.20
H -4.371 1.213 1.451  0.17
H 3.651 -1.792 1.154  0.15
H -0.532 0.917 -3.058  0.13

Results
Total charge: +2
HOMO level (alpha / beta) in eV: -16.5 / -16.5
Orbital gap (alpha / beta) in eV: 7.85 / 7.85
E_tot in eV: -18450.2571
Energy relative to the best compared isomer or geometry (same formula, charge and spin) in eV: 2.184


[3]
Below is a molecular structure, C27H21CaN5O3S in a non-equilibrium geometry, with properties calculated with ωB97M-V/def2-TZVPD.

Last column: Löwdin charge in e.
CARTESIAN COORDINATES (ANGSTROEM)
Ca -0.193 0.024 0.302  1.47
S -3.774 -1.395 -0.422  1.03
O 1.557 0.567 1.371  -0.29
O -0.748 -1.495 -1.240  -0.26
O 3.222 1.400 3.386  -0.10
N 1.309 0.085 -1.411  -0.13
N 0.897 -0.563 -2.598  0.05
N -1.478 1.632 1.842  0.04
N -4.945 0.694 1.421  0.12
N -2.947 -0.189 0.494  -0.26
C -1.195 3.197 3.624  -0.04
C 2.521 0.487 -1.413  -0.09
C -2.057 -2.069 -3.785  -0.04
C -0.148 -1.318 -2.361  -0.51
C -0.706 2.429 2.577  -0.11
C -1.709 -3.298 -5.822  -0.10
C -7.193 0.524 0.536  -0.03
C -5.437 -0.842 -0.384  -0.46
C 3.598 1.538 2.067  -0.24
C -3.586 0.608 1.258  -0.36
C 2.727 1.054 1.062  -0.31
C 0.172 -2.610 -4.491  -0.04
C 2.515 2.487 3.951  -0.09
C 5.272 2.170 0.449  -0.10
C -5.872 0.119 0.517  -0.24
C 3.213 1.101 -0.274  -0.14
C -2.567 -2.698 -4.911  -0.09
C 4.824 2.094 1.765  -0.02
C -7.683 -1.005 -1.248  -0.08
C 4.470 1.652 -0.548  -0.07
C -2.536 3.103 3.931  -0.04
C -3.345 2.265 3.174  -0.01
C -0.338 -3.257 -5.607  -0.09
C -6.349 -1.390 -1.275  -0.10
C -0.685 -2.015 -3.573  -0.16
C -8.106 -0.045 -0.344  -0.08
C -2.782 1.557 2.125  -0.19
H -2.109 -3.795 -6.697  0.10
H -2.956 3.662 4.757  0.12
H 6.238 2.598 0.220  0.10
H -5.281 1.513 1.895  0.11
H -9.140 0.270 -0.320  0.10
H 1.239 -2.554 -4.326  0.11
H 0.348 2.417 2.322  0.09
H 3.110 0.320 -2.317  0.12
H -2.720 -1.614 -3.063  0.07
H 2.399 3.299 3.227  0.10
H 0.334 -3.728 -6.313  0.10
H -3.637 -2.719 -5.078  0.10
H -0.522 3.829 4.186  0.11
H -6.015 -2.129 -1.993  0.11
H -7.513 1.279 1.245  0.11
H 1.528 2.150 4.280  0.07
H 5.434 2.444 2.589  0.12
H 4.816 1.657 -1.575  0.11
H -8.386 -1.450 -1.938  0.11
H 3.060 2.868 4.818  0.09
H -4.385 2.158 3.447  0.11

Results
HOMO level in eV: -7.2
Orbital gap in eV: 6.39
E_tot in eV: -71209.2716


[4]
Below is 2 unconnected molecules or ions with the total composition C19H24N3O4S in a non-equilibrium geometry, with properties calculated with ωB97M-V/def2-TZVPD.

Last column: Löwdin charge in e.
CARTESIAN COORDINATES (ANGSTROEM)
S 2.244 3.858 2.083  0.98
O 1.280 -1.782 -0.312  -0.09
O 0.235 -0.104 -1.300  -0.06
O 3.683 -3.365 -5.970  0.00
O 1.059 -5.120 -3.195  0.02
N -3.319 1.660 2.429  -0.13
N 3.018 -3.095 -3.889  0.11
N 0.813 -4.343 -1.117  0.02
C 0.922 -1.145 -1.330  -0.72
C 1.351 -1.659 -2.713  -0.06
C 0.004 -5.441 -0.597  -0.07
C 2.968 2.353 1.546  -0.41
C 0.706 3.059 2.439  -0.46
C -2.808 4.376 3.275  -0.04
C -0.451 3.812 2.981  -0.17
C -2.479 5.439 4.112  -0.10
C -1.142 5.704 4.383  -0.10
C -1.823 3.555 2.694  -0.14
C -2.350 2.520 1.723  -0.18
C 2.090 1.306 1.641  -0.16
C -4.471 1.186 1.651  -0.14
C -0.148 4.898 3.826  -0.07
C 1.342 -3.482 -5.709  0.00
C 0.799 1.708 2.178  -0.11
C 2.752 -3.319 -5.177  -0.55
C 2.141 -2.991 -2.700  -0.19
C 1.283 -4.241 -2.365  -0.44
H -0.871 6.532 5.031  0.09
H -2.835 0.887 2.887  0.11
H -5.035 2.032 1.247  0.07
H -2.848 3.054 0.907  0.13
H -1.568 1.920 1.258  0.10
H 1.974 -0.888 -3.170  0.12
H -4.136 0.558 0.819  0.07
H 2.306 0.287 1.320  0.10
H 0.456 -1.772 -3.323  0.10
H 0.447 -6.396 -0.884  0.08
H 2.832 -2.904 -1.861  0.14
H 0.001 0.992 2.344  0.11
H 3.974 2.266 1.148  0.06
H -3.260 6.055 4.544  0.09
H 1.329 -3.190 -6.756  0.08
H 0.884 5.123 4.072  0.08
H 4.002 -2.996 -3.712  0.14
H 0.643 -2.864 -5.158  0.06
H 1.055 -4.526 -5.620  0.07
H -0.043 -5.375 0.490  0.08
H -1.005 -5.375 -1.006  0.08
H -3.854 4.179 3.057  0.11
H 0.988 -3.542 -0.508  0.09
H -5.137 0.597 2.288  0.07

Results
Total charge: -1
HOMO level in eV: -5.2
Orbital gap in eV: 7.78
E_tot in eV: -43590.8187
Energy relative to the best compared isomer or geometry (same formula, charge and spin) in eV: 0.000